16
Properties=species:S:1:pos:R:3:forces:R:3 method="wB97M-V/def2-TZVPD" e_tot_ev=-28001.338 lumo_energy_ev=0.37 gap_ev=9.286 homo_energy_ev=-8.9 smiles=CSSC.O.O
C 0.255772 0.840531 2.644816 0.4 1.1 -0.3
S 0.558881 1.711386 1.064473 -1.3 0.1 -0.1
S -1.378951 2.111002 0.412788 0.7 -0.4 -0.2
C -1.664295 0.655111 -0.718458 0.6 0.9 1.0
H 0.134445 1.673200 3.334398 0.3 -0.4 0.5
H -0.641933 0.243859 2.721247 0.0 -0.3 -0.5
H 1.175134 0.265634 2.767962 -0.2 0.0 0.6
H -0.695479 0.154198 -0.671015 -0.3 -0.2 -0.5
H -2.433776 0.043931 -0.255829 -0.2 -0.1 -0.4
H -1.889418 1.085821 -1.693477 -0.1 -0.5 0.0
H 0.447194 -2.095541 -2.274175 0.4 -0.4 0.3
H -0.656029 -2.543674 -3.115006 0.0 -0.6 -0.1
O 0.067122 -2.928777 -2.596444 -0.3 1.1 -0.2
H 2.258035 -1.030408 -0.064992 -0.3 0.2 -0.6
H 2.494302 0.308307 -0.725619 -0.2 0.0 -0.2
O 1.968996 -0.494579 -0.830669 0.5 -0.6 0.6